Record 1
Molecular formula: C38H72AgF4N5O2S2Si6Te2
Method: DFT, wB97M-V/def2-TZVPD

As for the charge: -2. For the energy relative to the best compared isomer or geometry (same formula, charge and spin), the calculation gives 0.693 eV. Its gap between HOMO and LUMO is 5.6 eV. The HOMO energy comes out at -0.0686 hartree.

Cartesian coordinates (Å):
Ag -0.36 -0.18 -0.43
C -4.17 -0.05 2.95
C -2.86 -0.44 2.24
N -2.61 0.14 0.94
C -3.63 -0.18 -0.05
C -3.79 -1.69 -0.24
C -2.39 1.58 0.97
C -1.18 2.09 1.75
N 0.07 1.59 1.21
C 1.12 2.40 1.16
C 2.29 1.98 0.45
F 2.28 0.74 -0.10
C 3.40 2.75 0.30
F 4.46 2.27 -0.41
C 3.52 4.01 0.86
C 2.44 4.43 1.63
F 2.53 5.61 2.27
C 1.31 3.67 1.80
F 0.40 4.14 2.70
H -4.22 -0.59 3.89
H -5.04 -0.32 2.35
H -4.20 1.02 3.16
H -2.82 -1.53 2.14
H -2.03 -0.16 2.89
H -3.31 0.25 -1.00
H -4.61 0.28 0.19
H -2.80 -2.13 -0.31
H -4.33 -1.89 -1.16
H -4.33 -2.15 0.59
H -3.29 2.11 1.34
H -2.23 1.89 -0.05
H -1.27 1.82 2.82
H -1.25 3.17 1.67
H 4.40 4.62 0.75
C 1.43 -4.59 4.13
Si -0.19 -3.67 4.50
C -1.44 -4.01 3.13
C -0.93 -4.40 6.10
C 0.09 -1.84 4.77
Te 0.65 -0.56 3.05
C 2.71 -1.24 3.17
Si 3.77 -0.18 4.30
C 4.27 1.43 3.45
C 5.32 -1.16 4.82
C 2.91 0.26 5.94
H 1.29 -5.68 4.17
H 2.21 -4.33 4.84
H 1.78 -4.34 3.13
H -1.57 -5.08 2.96
H -1.10 -3.56 2.20
H -2.42 -3.59 3.38
H -1.11 -5.47 5.99
H -1.88 -3.93 6.34
H -0.27 -4.26 6.97
H 0.84 -1.67 5.55
H -0.84 -1.39 5.13
H 3.09 -1.23 2.15
H 2.67 -2.27 3.51
H 4.77 1.23 2.50
H 4.95 2.02 4.07
H 3.39 2.03 3.24
H 5.90 -1.49 3.95
H 5.04 -2.06 5.38
H 5.98 -0.57 5.45
H 1.93 0.68 5.75
H 3.49 1.00 6.50
H 2.79 -0.62 6.58
N -6.66 5.09 -0.39
C -5.34 4.78 -0.75
C -5.09 3.82 -1.73
C -3.80 3.57 -2.15
C -2.74 4.27 -1.59
C -2.98 5.22 -0.62
C -4.27 5.48 -0.20
S -1.05 3.95 -2.13
O -0.21 4.65 -1.19
O -1.01 4.42 -3.50
N -0.85 2.38 -1.99
C -1.04 1.52 -2.99
S -1.41 2.03 -4.67
C -1.46 0.36 -5.13
C -1.19 -0.42 -4.08
N -0.97 0.20 -2.87
H -7.32 4.34 -0.53
H -6.75 5.52 0.52
H -5.92 3.26 -2.15
H -3.60 2.81 -2.90
H -2.13 5.74 -0.19
H -4.46 6.22 0.57
H -1.66 0.07 -6.15
H -1.15 -1.50 -4.10
C 0.86 -8.19 -1.70
Si 1.13 -6.56 -0.72
C 3.02 -6.46 -0.51
C 0.45 -6.98 1.01
Si 0.37 -4.53 -1.70
Te 0.72 -2.71 -0.01
Si 1.65 -4.41 -3.68
C 3.35 -3.61 -3.39
C 0.84 -3.44 -5.11
C 2.06 -6.10 -4.49
Si -1.84 -4.96 -2.38
C -2.98 -5.41 -0.92
C -2.07 -6.41 -3.62
C -2.67 -3.49 -3.25
H 1.40 -9.02 -1.25
H 1.19 -8.08 -2.73
H -0.20 -8.45 -1.72
H 3.43 -7.28 0.09
H 3.28 -5.52 -0.02
H 3.53 -6.47 -1.48
H 0.96 -7.85 1.44
H -0.62 -7.20 0.96
H 0.58 -6.13 1.68
H 3.23 -2.63 -2.93
H 3.91 -3.48 -4.32
H 3.95 -4.22 -2.71
H 0.61 -2.42 -4.80
H -0.10 -3.91 -5.41
H 1.48 -3.39 -5.99
H 2.84 -6.62 -3.93
H 2.40 -5.98 -5.52
H 1.18 -6.75 -4.51
H -2.71 -6.39 -0.50
H -4.04 -5.45 -1.21
H -2.88 -4.68 -0.12
H -1.59 -7.32 -3.25
H -1.60 -6.17 -4.58
H -3.12 -6.63 -3.80
H -2.43 -2.56 -2.72
H -3.76 -3.57 -3.29
H -2.30 -3.38 -4.27

These are the Löwdin partial charges, in e, on atoms 1 to 2: Ag 0.481; C -0.073

=====

Record 2
Molecular formula: C38H75F8N12O20S8
Method: DFT, wB97M-V/def2-TZVPD

As for the charge: -1. Its gap between HOMO and LUMO is 2.3 eV. The HOMO energy comes out at -0.1392 hartree.

Cartesian coordinates (Å):
C -7.29 -1.92 21.20
C -8.82 -1.65 21.27
N -9.43 -2.91 21.54
C -9.31 -4.09 20.75
C -10.16 -5.03 21.38
N -10.59 -4.55 22.59
C -10.29 -3.20 22.58
C -11.45 -5.33 23.52
H -6.68 -1.04 21.01
H -7.03 -2.78 20.59
H -6.96 -2.23 22.20
H -9.15 -1.27 20.30
H -9.24 -0.87 21.91
H -8.78 -4.09 19.81
H -10.44 -6.04 21.11
H -10.74 -2.53 23.30
H -12.14 -4.57 23.90
H -10.87 -5.86 24.27
H -12.10 -6.05 23.02
C -10.33 -0.69 15.95
C -11.11 -0.35 14.75
N -11.15 1.03 14.54
C -11.88 2.02 15.25
C -11.82 3.16 14.54
N -11.02 3.01 13.43
C -10.63 1.67 13.39
C -10.70 4.02 12.48
H -9.27 -0.52 15.79
H -10.57 -1.73 16.18
H -10.74 -0.10 16.78
H -12.07 -0.86 14.70
H -10.55 -0.66 13.88
H -12.43 1.78 16.15
H -12.32 4.11 14.68
H -10.28 1.12 12.54
H -10.85 5.00 12.93
H -11.35 3.79 11.63
H -9.65 3.99 12.22
C -3.35 -1.51 14.02
C -2.69 -2.02 15.33
N -1.70 -3.03 15.01
C -1.84 -4.34 15.05
C -0.67 -5.00 14.64
N 0.18 -3.95 14.23
C -0.46 -2.72 14.48
C 1.49 -4.17 13.58
H -4.12 -0.75 14.16
H -3.86 -2.33 13.51
H -2.60 -1.18 13.29
H -3.38 -2.41 16.08
H -2.20 -1.25 15.93
H -2.74 -4.78 15.46
H -0.37 -6.02 14.43
H -0.13 -1.73 14.21
H 2.12 -3.34 13.89
H 1.34 -4.29 12.51
H 2.10 -5.03 13.90
C -6.78 2.89 17.05
C -6.30 4.27 16.54
C -5.86 4.30 15.03
N -5.36 5.68 14.48
C -6.32 6.81 14.52
C -3.89 5.99 14.99
C -3.22 6.82 13.93
C -3.84 6.36 12.62
C -4.94 5.36 13.04
H -6.63 2.91 18.13
H -6.12 2.07 16.75
H -7.79 2.58 16.79
H -5.51 4.68 17.15
H -7.07 5.02 16.73
H -6.66 4.03 14.34
H -5.15 3.50 14.85
H -7.32 6.44 14.29
H -6.01 7.61 13.84
H -6.21 7.19 15.53
H -3.99 6.48 15.96
H -3.42 5.02 15.06
H -3.38 7.86 14.20
H -2.14 6.69 13.93
H -4.27 7.22 12.10
H -3.01 6.05 11.99
H -5.82 5.21 12.41
H -4.45 4.39 12.94
C 0.98 8.10 18.18
C 1.06 7.82 19.68
C 0.67 9.19 20.39
N 0.50 9.18 21.92
C 0.05 10.65 22.23
C 1.76 8.78 22.73
C 1.28 8.37 24.11
C -0.19 8.04 23.97
C -0.58 8.19 22.52
H 1.79 8.74 17.84
H 0.05 8.53 17.80
H 1.24 7.14 17.73
H 2.04 7.43 19.95
H 0.36 7.05 19.99
H -0.34 9.37 20.02
H 1.38 9.99 20.23
H -0.07 10.61 23.31
H -0.92 10.84 21.76
H 0.77 11.39 21.89
H 2.58 9.49 22.62
H 2.14 7.86 22.28
H 1.55 9.00 24.95
H 1.79 7.41 24.24
H -0.76 8.64 24.66
H -0.37 7.04 24.38
H -1.58 8.47 22.22
H -0.42 7.22 22.04
N -0.88 1.78 20.66
S -1.37 2.37 19.44
O -2.62 1.86 18.80
O -0.44 3.09 18.57
F -1.99 3.66 20.25
S -0.90 0.20 20.18
O -0.18 -0.17 18.95
O -2.14 -0.62 20.42
F 0.08 -0.20 21.40
N 1.47 1.27 11.87
S 2.81 1.83 11.56
O 3.74 2.05 12.66
O 2.89 2.74 10.40
F 3.32 0.43 10.86
S 0.97 2.61 12.89
O 1.51 3.98 12.77
O 0.79 2.08 14.23
F -0.51 2.77 12.32
N -10.81 3.83 22.51
S -9.65 4.72 22.45
O -10.00 6.11 22.25
O -8.42 4.18 21.92
F -9.18 4.71 24.00
S -11.41 3.97 20.87
O -10.59 4.46 19.83
O -12.87 4.26 20.79
F -11.27 2.41 20.59
N -1.59 12.25 13.29
S -2.55 12.39 11.86
O -2.36 11.45 10.76
O -2.91 13.77 11.46
F -3.96 11.81 12.51
S -0.24 12.03 12.60
O 0.11 13.02 11.56
O 0.18 10.65 12.42
F 0.64 12.60 13.84
C -5.72 8.75 19.21
C -4.82 9.93 18.84
O -3.91 9.68 18.06
O -5.01 11.06 19.25
H -6.69 9.01 18.79
H -5.89 8.68 20.29
H -5.44 7.81 18.74
C -8.81 10.17 10.16
C -8.90 8.98 9.25
O -9.62 9.06 8.28
O -8.34 7.96 9.71
H -9.13 11.10 9.69
H -7.75 10.38 10.32
H -9.25 9.92 11.12

These are the Löwdin partial charges, in e, on atoms 1 to 2: C -0.040; C -0.158

=====

Record 3
Molecular formula: C38H76O28S5
Method: DFT, wB97M-V/def2-TZVPD

As for the charge: 0. Its gap between HOMO and LUMO is 9.3 eV. The HOMO energy comes out at -0.3545 hartree. Its SMILES is O=S1(=O)CCCC1.O=S1(=O)CCCC1.O=S1(=O)CCCC1.O=S1(=O)CCCC1.O=S1(=O)CCCC1.COC(=O)OC.COC(=O)OC.COC(=O)OC.COC(=O)OC.COC(=O)OC.COC(=O)OC.

Cartesian coordinates (Å):
O 0.69 -6.53 3.75
S -0.14 -6.00 2.68
O -1.51 -6.36 2.47
C -0.15 -4.21 2.93
C 1.21 -3.81 2.42
C 1.30 -4.40 1.07
C 0.80 -5.85 1.07
H -0.35 -3.99 3.98
H -0.84 -3.70 2.26
H 1.16 -2.72 2.45
H 2.04 -4.11 3.06
H 2.33 -4.23 0.75
H 0.72 -3.81 0.36
H 1.48 -6.69 0.97
H 0.05 -6.13 0.33
O 6.71 -2.22 -3.86
S 6.12 -1.94 -2.57
O 6.98 -1.42 -1.50
C 4.69 -0.78 -2.94
C 3.58 -1.31 -1.92
C 3.60 -2.82 -2.10
C 5.06 -3.33 -1.91
H 4.30 -0.99 -3.93
H 5.07 0.24 -2.85
H 3.75 -0.93 -0.92
H 2.61 -1.01 -2.33
H 3.31 -3.08 -3.12
H 2.92 -3.30 -1.39
H 5.33 -4.19 -2.53
H 5.32 -3.63 -0.90
O -2.18 2.87 4.25
S -2.42 4.00 3.34
O -3.04 5.20 3.86
C -0.77 4.51 2.65
C -0.65 3.74 1.33
C -2.03 3.70 0.74
C -3.10 3.33 1.80
H -0.01 4.19 3.36
H -0.72 5.59 2.57
H 0.11 4.22 0.72
H -0.52 2.68 1.55
H -2.02 2.98 -0.09
H -2.28 4.67 0.31
H -3.10 2.25 1.95
H -4.14 3.66 1.77
O -0.64 2.24 9.17
S 0.56 1.62 8.56
O 1.47 0.77 9.35
C 0.03 0.80 6.89
C 0.96 1.46 5.76
C 1.30 2.87 6.23
C 1.67 2.96 7.72
H -0.99 1.14 6.72
H -0.09 -0.27 7.01
H 1.85 0.86 5.55
H 0.48 1.42 4.78
H 0.45 3.55 6.16
H 2.14 3.27 5.66
H 1.58 3.90 8.27
H 2.72 2.72 7.87
O -0.89 3.56 -2.41
S -2.09 4.05 -3.11
O -3.13 4.69 -2.27
C -1.63 4.95 -4.72
C -1.70 3.96 -5.88
C -2.87 3.02 -5.59
C -2.86 2.71 -4.13
H -0.87 5.70 -4.50
H -2.50 5.56 -4.96
H -1.97 4.38 -6.85
H -0.80 3.36 -5.99
H -2.83 2.11 -6.19
H -3.74 3.63 -5.80
H -2.37 1.85 -3.68
H -3.88 2.57 -3.76
C 2.17 2.52 -3.20
O 1.73 2.31 -4.51
C 1.41 1.07 -5.02
O 1.57 0.00 -4.40
O 1.00 1.28 -6.27
C 0.59 0.25 -7.15
H 1.35 2.58 -2.48
H 2.69 3.48 -3.21
H 2.85 1.76 -2.85
H -0.20 0.54 -7.84
H 0.25 -0.64 -6.63
H 1.46 0.06 -7.78
C 5.66 1.23 0.07
O 5.47 1.19 1.50
C 5.10 0.04 2.24
O 4.81 -0.02 3.45
O 4.83 -0.99 1.34
C 4.54 -2.31 1.86
H 5.97 0.29 -0.40
H 6.41 2.00 -0.10
H 4.81 1.61 -0.49
H 4.32 -2.92 0.98
H 3.59 -2.22 2.38
H 5.30 -2.72 2.52
C -1.55 -0.38 2.28
O -1.84 -0.85 3.60
C -2.75 -1.79 3.88
O -3.46 -2.42 3.13
O -2.48 -2.23 5.03
C -3.32 -3.12 5.78
H -1.65 -1.19 1.56
H -0.54 0.03 2.31
H -2.10 0.48 1.90
H -4.37 -2.84 5.81
H -2.84 -3.08 6.76
H -3.10 -4.06 5.27
C -4.89 2.10 -0.96
O -4.32 0.99 -1.64
C -4.85 0.51 -2.75
O -5.84 0.99 -3.32
O -4.08 -0.49 -3.20
C -4.38 -1.02 -4.52
H -4.04 2.66 -0.57
H -5.61 1.72 -0.24
H -5.48 2.71 -1.65
H -3.68 -1.78 -4.87
H -4.35 -0.27 -5.31
H -5.25 -1.68 -4.55
C -1.42 -3.05 -3.92
O -2.31 -3.18 -2.77
C -1.94 -3.95 -1.73
O -0.99 -4.70 -1.67
O -2.71 -3.79 -0.69
C -3.68 -2.70 -0.58
H -0.41 -2.77 -3.62
H -1.76 -2.24 -4.56
H -1.43 -4.05 -4.35
H -4.22 -2.82 0.36
H -4.40 -2.66 -1.39
H -3.20 -1.73 -0.49
C -0.83 -0.35 -2.13
O -0.29 0.52 -1.18
C 0.65 0.09 -0.34
O 1.08 -1.05 -0.32
O 0.84 1.04 0.53
C 1.91 0.98 1.39
H -1.84 -0.61 -1.80
H -0.32 -1.31 -2.18
H -0.65 0.07 -3.12
H 2.19 -0.02 1.72
H 1.44 1.55 2.19
H 2.75 1.59 1.07

These are the Löwdin partial charges, in e, on atoms 1 to 2: O -0.332; S 0.704